{"formula": "C6H14N2O", "method": "the ωB97M-V functional and the def2-TZVPD basis", "elements": ["C", "N", "C", "C", "C", "C", "N", "C", "O", "H", "H", "H", "H", "H", "H", "H", "H", "H", "H", "H", "H", "H", "H"], "coordinates": [[1.197540, -1.800413, 0.027504], [0.843699, -0.522059, -0.549532], [1.911492, 0.442368, -0.407110], [-0.788241, 0.165767, -0.213599], [-1.199994, 0.128616, -1.642359], [-1.517426, -0.789885, 0.705522], [-0.662151, 1.474956, 0.305368], [-0.393866, 1.846051, 1.588591], [-0.222957, 2.995110, 1.924431], [0.428779, -2.538339, -0.201940], [1.327075, -1.756383, 1.120753], [2.142438, -2.159985, -0.394344], [1.672662, 1.347866, -0.967217], [2.082196, 0.735130, 0.641405], [2.851283, 0.039472, -0.797590], [-2.151054, -0.369392, -1.803089], [-0.177983, -0.496958, -1.912691], [-1.168092, 1.091381, -2.147664], [-0.952689, -1.005221, 1.610339], [-2.476900, -0.349230, 0.983029], [-1.710375, -1.726427, 0.189081], [-0.623775, 2.235372, -0.365422], [-0.411660, 1.012203, 2.306534]], "forces_ev_per_a": [[-0.340, 0.218, 0.471], [-0.643, 0.550, 0.645], [-0.320, 0.181, 0.354], [2.592, -1.064, 0.366], [1.659, -1.251, -1.047], [0.066, 0.092, -0.089], [0.075, 0.369, -0.205], [-0.310, 0.035, 0.083], [0.119, -0.054, 0.020], [0.017, -0.076, 0.032], [0.019, -0.129, 0.061], [-0.119, 0.139, -0.047], [0.078, 0.026, -0.017], [0.112, 0.065, 0.008], [-0.158, -0.049, -0.002], [-0.039, -0.017, -0.138], [-2.861, 1.110, -0.729], [-0.099, 0.100, 0.052], [-0.026, -0.033, 0.043], [0.009, -0.010, -0.003], [0.026, -0.046, -0.012], [0.008, -0.149, 0.167], [0.134, -0.004, -0.014]], "mulliken_charge": [-1.062, -0.121, -1.063, 1.621, -1.548, -2.081, -0.154, 0.012, -0.560, 0.302, 0.313, 0.340, 0.295, 0.328, 0.331, 0.328, 0.466, 0.332, 0.456, 0.442, 0.447, 0.253, 0.323], "orbital_gap_ev": 9.00, "charge": 0, "e_homo_ev": -8.19, "spin_multiplicity": 1, "total_energy_ev": -11474.866, "smiles": "CN(C)C(C)(C)NC=O"}